21
Properties=species:S:1:pos:R:3:forces:R:3:nbo_charge:R:1 method="wB97M-V/def2-TZVPD" e_homo_ev="-4.4 / -4.4" e_tot_ev=-30214.0024 gap_ev="7.0 / 7.0" relative_energy_ev=5.910 fmax_ev_per_a=4.34 e_lumo_ev="2.54 / 2.55" total_charge=-1
C -0.253387 1.492141 -1.035058 1.78 -2.16 0.70 -0.391
C 1.274188 1.683813 -0.868841 0.63 -3.04 2.73 -0.441
C -0.926979 0.915195 0.241847 2.88 0.95 2.65 -0.578
C 2.203817 0.335067 -0.621563 -2.39 0.93 -3.50 -0.005
C -0.623784 -0.531663 0.479884 1.45 1.70 -0.53 -0.131
O -0.954242 -0.091422 3.001082 0.15 -0.27 -0.02 -0.983
O -0.876049 -2.442172 1.900535 0.14 1.04 0.24 -1.038
O 1.815847 -0.466615 0.350722 -1.50 -0.21 1.82 -0.735
Si -1.345564 -2.382507 0.244624 -3.02 -0.30 1.15 1.168
S -0.113464 -0.942285 2.120438 -0.62 -0.88 0.99 1.470
H -0.509765 2.499631 -1.288431 -1.39 0.32 -0.20 0.210
H -0.510749 0.679116 -1.823155 0.63 1.74 0.67 0.203
H 1.642945 2.062365 -1.763408 0.97 1.25 -1.41 0.182
H 1.633622 2.174851 0.082320 -1.15 0.59 -1.12 0.195
H -0.710878 1.465091 1.297399 -0.17 -0.68 -2.59 0.211
H -1.931994 1.076639 0.105623 -2.76 -0.26 -0.24 0.238
H 2.052168 -0.244405 -1.594351 0.81 0.63 0.15 0.086
H 3.192276 0.837245 -0.610058 0.25 -0.73 0.48 0.126
H -2.792680 -1.701531 0.147075 0.97 0.29 -0.28 -0.240
H -2.103629 -3.709999 -0.000620 0.37 -0.16 0.38 -0.304
H -0.161701 -2.708556 -0.366064 1.96 -0.75 -2.06 -0.244